<w>
18
Properties=species:S:1:pos:R:3 method="wB97M-V/def2-TZVPD" e_homo_ha=-0.34846 lumo_energy_ev=-5.1
N -0.94816 -0.92914 -0.75776
O 0.30599 -0.94101 -2.87706
H 0.24352 -0.56796 -3.76421
H -0.15794 -0.94838 1.26801
O -0.95982 2.12674 -0.06506
H 2.02560 0.05330 -0.57450
H -0.26864 -2.69624 3.11902
N 1.04938 1.26604 0.87104
H -0.81357 1.17835 0.47342
H -0.66618 -0.99806 -1.77084
C 0.02234 2.09188 0.93177
H -0.10613 2.74040 1.78019
H 0.75473 -1.81001 0.19581
C 0.13982 -0.86459 0.17699
H -1.55920 -1.67026 -0.44268
C 1.03317 0.33145 -0.22793
H 0.50945 0.80031 -1.07633
O -0.31360 -2.14272 2.32948


<x>
18
Properties=species:S:1:pos:R:3 method="wB97M-V/def2-TZVPD" e_homo_ha=-0.30760 lumo_energy_ev=0.6
C -0.70201 -1.86469 -1.37347
H 1.06021 -0.60190 -1.65854
H 1.16638 -1.69917 -0.28159
O 1.24095 -0.10919 1.86927
H -1.91611 0.95876 0.90258
H -0.01117 0.18176 -0.58626
H -1.38853 -1.24475 -1.95511
O -0.95371 -0.59525 1.65028
N -0.13270 1.21014 0.35038
H 0.59367 2.80686 1.29323
C 0.06329 -0.10746 1.21813
C 0.48317 -1.06732 -0.84745
H -1.25139 -2.31358 -0.54358
O -1.46610 1.70744 0.45473
H 0.89032 2.74719 -0.34184
N 0.83344 2.19965 0.51115
H 1.87488 0.44992 1.39276
H -0.38459 -2.65842 -2.05466


<x> has the most favorable energy; the next structure is 147.2 kcal/mol above.


<w>
19
Properties=species:S:1:pos:R:3 method="wB97M-V/def2-TZVPD" e_homo_ha="0.02497 / -0.10820" multiplicity=2 lumo_energy_ev="3.9 / 3.8" charge=-1
H -1.42284 -0.30818 -0.33269
C 1.12279 0.63935 0.28535
C -0.75349 -2.31783 0.85338
H 0.84961 -2.20398 -0.68351
H 0.87189 -0.19420 0.96087
H -0.73280 -1.42631 1.47880
H 2.21190 0.71181 0.33800
H -1.81550 -2.55596 0.78450
C 0.49602 0.43148 -1.08718
C -0.64958 -0.56230 -1.05754
H 1.00429 2.21156 1.89449
C 0.54433 1.89960 0.94243
H -0.64233 -2.77900 -1.14364
H 1.21523 -0.10555 -1.71880
H 0.17314 1.38111 -1.49863
H -1.02562 -0.71923 -2.07050
O -0.59220 2.38827 0.57060
C -0.20772 -1.95669 -0.54637
H -0.13867 -3.04193 1.37361


<x>
19
Properties=species:S:1:pos:R:3 method="wB97M-V/def2-TZVPD" e_homo_ha="0.00346 / -0.09412" multiplicity=2 lumo_energy_ev="3.9 / 3.8" charge=-1
H -2.39906 3.90815 0.52238
H -2.15241 -0.89645 -1.53459
H -2.21717 2.43091 0.34618
H 2.49332 1.18873 -1.07861
H 2.67790 0.15682 0.97074
H -1.24261 0.72548 -1.50024
C 0.95934 -0.11131 -0.21972
H 1.30476 -0.40332 1.88614
C -1.32164 -0.30392 -1.16453
H 0.31995 -2.74735 0.42624
H 0.83670 1.30975 -1.81990
C 1.83278 -0.54583 0.94669
H 2.23057 -1.56226 0.90789
H -0.72625 -1.86150 1.46314
H -1.36329 -2.54800 -0.03292
O -1.89723 3.17142 0.88319
C -0.28633 -0.75874 -0.35886
C -0.50291 -2.03489 0.39463
C 1.45358 0.88230 -1.03785


<y>
19
Properties=species:S:1:pos:R:3 method="wB97M-V/def2-TZVPD" e_homo_ha="0.01247 / -0.08530" multiplicity=2 lumo_energy_ev="3.2 / 3.2" charge=-1
H -0.73566 2.84545 0.17495
H 2.51391 1.08959 -0.88751
H 1.27795 -2.60413 4.46370
H 1.84050 2.72566 -0.40710
C -1.18121 -0.47037 -1.49221
H 0.52301 -2.80155 3.21676
H -1.50623 1.26880 0.52507
O 0.40957 -2.51356 4.11988
H 2.27504 1.53462 0.79947
C 0.04316 0.26461 -1.40562
C -1.45664 -1.28105 -2.59836
H 0.74913 0.05801 -2.21327
H -0.25420 1.95850 1.54313
H -0.59547 -1.49728 -3.22017
C 1.85403 1.63343 -0.20659
H -2.42232 -1.77145 -2.60110
C -0.55296 1.79039 0.49592
H -1.78805 -0.53584 -0.59606
C 0.47380 1.05921 -0.34044


<w> has the most favorable energy; the next structure is 2.3 kcal/mol above.


<w>
13
Properties=species:S:1:pos:R:3 method="wB97M-V/def2-TZVPD" e_homo_ha="-0.11027 / -0.11024" lumo_energy_ev="3.8 / 3.8" charge=-1
H 0.49668 -1.05458 -0.35862
N -0.94891 0.41156 0.21891
S -3.84075 -0.41765 0.15727
C -0.12368 1.55581 0.01135
H 0.22159 1.39040 -1.15366
H 0.46164 1.63340 0.95860
O -4.39800 0.80684 0.74962
H -0.75121 -1.53876 1.05875
H -0.80277 2.52770 -0.04320
C -0.09438 -0.75272 0.55481
H 0.57129 -0.40676 1.27385
O -1.63625 0.15031 -1.00047
O -4.76021 -0.94477 -0.82984


<x>
13
Properties=species:S:1:pos:R:3 method="wB97M-V/def2-TZVPD" e_homo_ha="-0.14110 / -0.10969" lumo_energy_ev="3.8 / 3.7" charge=-1
S -1.93316 0.16432 0.07204
H 1.17476 2.02253 0.43681
H 2.58378 -1.57421 -0.01501
C 1.66560 -1.16799 -0.34503
O -2.47804 0.04138 -1.32621
H 0.72683 -1.77840 -0.07126
O 1.76914 0.06579 0.38451
O -1.38341 -1.13513 0.63013
N -2.88687 1.04323 0.93162
C 1.17529 1.14739 -0.19370
H 1.67153 -0.95548 -1.47545
H -2.46060 1.04704 1.82324
H 0.37515 1.07954 -0.85169


<w> has the most favorable energy; the next structure is 15.6 kcal/mol above.